1.
A cluster of 6 separate species, C13H39O6 in total, computed with ωB97M-V/def2-TZVPD.

The value obtained for the HOMO energy is -13.2 eV. As for the net charge: +1. For the orbital gap, the calculation gives 11.2 eV.

CARTESIAN COORDINATES (ANGSTROEM)
O (-0.1266, 0.2009, 1.1605)
H (-0.3472, 0.9684, 1.6933)
H (-0.2203, 0.4613, 0.2412)
H (-0.7036, -0.5433, 1.3474)
C (0.1454, 3.1913, 2.5962)
C (-1.3809, 3.0836, 2.4346)
O (-1.7340, 1.7686, 2.7284)
H (0.2457, 3.0281, 3.6693)
H (0.4307, 4.2191, 2.3719)
H (0.7182, 2.4431, 2.0484)
H (-1.6438, 3.4393, 1.4384)
H (-1.8722, 3.8189, 3.0719)
H (-2.6104, 1.6799, 2.3469)
C (3.2001, 2.0920, 0.1515)
C (3.0493, 3.1351, -0.9146)
O (1.7255, 3.4999, -0.8708)
H (2.5155, 1.2467, 0.0821)
H (2.9450, 2.5818, 1.0912)
H (4.1837, 1.6224, 0.1641)
H (3.3620, 2.9121, -1.9347)
H (3.6873, 3.9824, -0.6635)
H (1.5411, 4.2761, -1.4047)
C (-1.4308, -4.1358, 1.1028)
C (-2.3498, -2.9560, 1.4873)
C (-2.3784, -2.3778, 2.9605)
O (-1.8282, -1.7613, 1.0098)
H (-1.1891, -4.0712, 0.0419)
H (-2.0358, -5.0402, 1.1671)
H (-0.5368, -4.1204, 1.7264)
H (-3.3437, -2.9772, 1.0403)
H (-2.4581, -3.2142, 3.6549)
H (-3.1106, -1.5736, 3.0323)
H (-1.4047, -2.0688, 3.3408)
H (-1.3680, -2.0716, 0.2266)
C (-0.3172, 1.1700, -3.3418)
C (-1.0044, 1.5806, -1.9727)
C (-2.0556, 0.6067, -1.5678)
O (-0.0768, 1.4964, -0.9769)
H (0.6799, 1.5967, -3.4508)
H (-0.8598, 1.5319, -4.2151)
H (-0.2876, 0.0910, -3.4937)
H (-1.3798, 2.6015, -1.9014)
H (-2.5097, 1.1076, -0.7128)
H (-1.6713, -0.3846, -1.3274)
H (-2.7793, 0.5086, -2.3769)
H (0.4724, 2.2760, -1.0872)
C (1.4693, -3.9185, -1.4992)
C (1.1961, -2.4915, -0.9611)
C (2.1338, -1.3815, -1.4096)
O (-0.1289, -2.0916, -1.4158)
H (2.5159, -4.1915, -1.3638)
H (1.4765, -3.8539, -2.5873)
H (0.9469, -4.7665, -1.0566)
H (1.4347, -2.5908, 0.0978)
H (1.8880, -0.3793, -1.0584)
H (2.1622, -1.2344, -2.4892)
H (3.1554, -1.6483, -1.1389)
H (-0.1370, -2.3743, -2.3332)

Mulliken atomic charge list, values in e, 5 entries: -0.07 0.47 0.24 0.43 -0.75


2.
A structure of composition ClFO2S, computed with ωB97M-V/def2-TZVPD.

The value obtained for the HOMO energy (alpha / beta) is -9.9 / -12.6 eV. For the orbital gap (alpha / beta), the calculation gives 10.6 / 7.6 eV. Its expectation value of S² is 2.006. The spin multiplicity is 3.

CARTESIAN COORDINATES (ANGSTROEM)
O (0.8475, 0.7140, -1.2829)
O (0.5813, 0.5382, 1.3519)
F (0.5633, -1.4129, -0.0999)
S (0.3269, 0.1655, -0.0596)
Cl (-2.3190, -0.0047, 0.0905)

In the Mulliken picture, each atom carries the following charge in e: -0.40 -0.41 -0.16 0.89 0.08


3.
A structure of composition C12H30N2O4Tl, computed with ωB97M-V/def2-TZVPD.

The value obtained for the HOMO energy is -18.8 eV. As for the net charge: +3. For the orbital gap, the calculation gives 3.0 eV.

CARTESIAN COORDINATES (ANGSTROEM)
Tl (-1.6827, -0.3573, 0.0363)
C (-4.5350, -2.4489, -1.7143)
O (-3.1414, -2.0817, -1.8691)
C (-2.5073, -2.8331, -2.8976)
C (-1.0012, -2.4518, -3.0106)
N (-0.8033, -0.9889, -2.7702)
C (0.5843, -0.5644, -2.8806)
C (1.5390, -1.1777, -1.8619)
O (0.9234, -1.3018, -0.5827)
C (1.5223, -2.2691, 0.2679)
H (-4.6717, -3.5206, -1.5578)
H (-5.0040, -2.0072, -2.5919)
H (-4.9270, -2.0650, -0.7722)
H (-2.9328, -2.5973, -3.8747)
H (-2.5086, -3.9072, -2.7227)
H (-0.4307, -2.6331, -3.9292)
H (-0.4078, -3.0131, -2.2830)
H (-1.3054, -0.5901, -3.5674)
H (0.6350, 0.5300, -2.8912)
H (0.9719, -0.7222, -3.8986)
H (2.4548, -0.5851, -1.7682)
H (1.8340, -2.1814, -2.1820)
H (2.3832, -1.8406, 0.8001)
H (2.0349, -3.0684, -0.2780)
H (0.8501, -2.7433, 0.9771)
C (4.3211, 2.1601, 3.1079)
O (3.0502, 2.0419, 2.4462)
C (3.1933, 1.4848, 1.1876)
C (1.8862, 1.5905, 0.3702)
N (0.6373, 1.3576, 1.1176)
C (0.0435, 2.6002, 1.5610)
C (-1.0328, 2.3091, 2.6245)
O (-2.0840, 1.6300, 1.9682)
C (-3.3643, 1.8398, 2.5968)
H (4.9621, 1.2840, 2.9640)
H (4.1716, 2.1441, 4.1859)
H (4.8863, 3.0314, 2.7731)
H (3.3913, 0.4027, 1.2558)
H (3.9463, 2.0237, 0.6058)
H (1.9036, 0.9933, -0.5392)
H (1.8856, 2.6002, -0.0538)
H (0.9011, 0.8532, 1.9716)
H (-0.3372, 3.3254, 0.8443)
H (0.8016, 3.0896, 2.2083)
H (-1.4032, 3.2545, 3.0175)
H (-0.5030, 1.7446, 3.3977)
H (-3.3638, 1.4191, 3.6022)
H (-4.1442, 1.3403, 2.0224)
H (-3.6224, 2.8991, 2.5867)

Mulliken atomic charge list, values in e, 5 entries: 1.18 -0.76 -0.20 -0.76 -0.65


4.
A structure of composition C40H45CoN9OS3, computed with ωB97M-V/def2-TZVPD.

The value obtained for the HOMO energy (alpha / beta) is -12.6 / -12.6 eV. As for the net charge: +2. For the orbital gap (alpha / beta), the calculation gives 8.2 / 7.9 eV. Its expectation value of S² is 0.778. The spin multiplicity is 2.

CARTESIAN COORDINATES (ANGSTROEM)
Co (0.4932, 2.0644, -0.6189)
C (3.2418, 2.9366, -0.1001)
C (3.7352, 2.3259, -1.3974)
C (2.8155, 2.4528, -2.5850)
C (3.3923, 2.4703, -3.8528)
C (2.5998, 2.6056, -4.9726)
C (1.2309, 2.7476, -4.7923)
C (0.7322, 2.7086, -3.5109)
N (1.4895, 2.5399, -2.4136)
N (2.0845, 2.2437, 0.5122)
C (2.4690, 0.9028, 1.0016)
C (1.2273, 0.1322, 1.3436)
C (1.2219, -0.9198, 2.2437)
C (0.0335, -1.5987, 2.4625)
C (-1.1075, -1.1980, 1.7887)
C (-1.0216, -0.1318, 0.9152)
N (0.1235, 0.5180, 0.6857)
C (1.6006, 3.0636, 1.6608)
C (0.8599, 4.2591, 1.1286)
C (0.8492, 5.4967, 1.7459)
C (0.1254, 6.5221, 1.1595)
C (-0.5416, 6.2839, -0.0326)
C (-0.4712, 5.0201, -0.5893)
N (0.1988, 4.0219, -0.0134)
H (2.9477, 3.9730, -0.2736)
H (4.0567, 2.9460, 0.6339)
H (4.0322, 1.2806, -1.2782)
H (4.6583, 2.8537, -1.6494)
H (4.4658, 2.3833, -3.9406)
H (3.0374, 2.6210, -5.9609)
H (0.5592, 2.8886, -5.6258)
H (-0.3285, 2.8217, -3.3439)
H (3.1477, 0.9840, 1.8575)
H (2.9871, 0.3710, 0.2026)
H (2.1303, -1.1938, 2.7616)
H (-0.0018, -2.4231, 3.1622)
H (-2.0576, -1.6854, 1.9484)
H (-1.8966, 0.2248, 0.3930)
H (2.4423, 3.3483, 2.3001)
H (0.9060, 2.4633, 2.2531)
H (1.3992, 5.6519, 2.6628)
H (0.0971, 7.5010, 1.6169)
H (-1.0942, 7.0645, -0.5334)
H (-0.9547, 4.7947, -1.5316)
S (-3.7460, 1.6073, -1.8651)
C (-2.7543, 0.4071, -2.5714)
C (-1.4578, 0.6271, -2.2476)
N (-1.2485, 1.7318, -1.4530)
C (-2.3807, 2.3323, -1.1761)
H (-3.1609, -0.3858, -3.1749)
H (-0.5983, 0.0335, -2.5219)
H (-2.4521, 3.1752, -0.5061)
N (-3.7646, 4.4068, 3.4443)
C (-3.2070, 3.1845, 3.5376)
S (-2.0701, 2.7026, 2.3918)
N (-3.6623, 2.4164, 4.5395)
C (-3.2700, 1.1163, 4.9549)
C (-1.9614, 0.6598, 4.8876)
C (-1.6616, -0.5998, 5.3851)
C (-2.6421, -1.4036, 5.9429)
C (-3.9473, -0.9363, 6.0135)
C (-4.2600, 0.3195, 5.5237)
H (-3.4320, 5.0167, 2.7197)
H (-4.3948, 4.7764, 4.1368)
H (-4.4628, 2.7710, 5.0448)
H (-1.1875, 1.2878, 4.4758)
H (-0.6357, -0.9436, 5.3596)
H (-2.3918, -2.3785, 6.3366)
H (-4.7237, -1.5449, 6.4550)
H (-5.2788, 0.6819, 5.5802)
C (2.3866, -7.1480, -2.6507)
C (2.1408, -5.8079, -1.9732)
C (2.0755, -4.6817, -2.9957)
N (2.1490, -3.3697, -2.3500)
C (1.4717, -2.2690, -2.6283)
S (1.9703, -0.7396, -2.1474)
N (0.2972, -2.3634, -3.3555)
C (-0.8043, -3.2218, -3.2428)
O (-1.6755, -3.1445, -4.0747)
C (-0.8818, -4.1323, -2.0718)
C (-0.4887, -3.7326, -0.7975)
C (-0.6527, -4.5987, 0.2709)
C (-1.1898, -5.8630, 0.0679)
C (-1.5890, -6.2572, -1.2019)
C (-1.4518, -5.3866, -2.2702)
H (2.4267, -7.9530, -1.9198)
H (3.3272, -7.1481, -3.2008)
H (1.5883, -7.3830, -3.3554)
H (2.9351, -5.5981, -1.2505)
H (1.2045, -5.8358, -1.4101)
H (1.1554, -4.7385, -3.5721)
H (2.9055, -4.7529, -3.7058)
H (2.9556, -3.2148, -1.7607)
H (0.1124, -1.5728, -3.9576)
H (-0.0740, -2.7450, -0.6334)
H (-0.3561, -4.2937, 1.2656)
H (-1.3061, -6.5406, 0.9023)
H (-2.0153, -7.2383, -1.3572)
H (-1.7805, -5.6676, -3.2613)

Mulliken atomic charge list, values in e, 5 entries: -2.36 -0.88 -1.21 0.71 -0.97


5.
A structure of composition C25H44Cl3LaN4O3Si, computed with ωB97M-V/def2-TZVPD.

The value obtained for the HOMO energy is -7.1 eV. For the orbital gap, the calculation gives 7.5 eV.

CARTESIAN COORDINATES (ANGSTROEM)
C (-2.8735, 2.5212, -2.6396)
C (-1.6683, 1.7975, -3.1506)
H (-3.2587, 3.2422, -3.3687)
H (-2.6143, 3.0642, -1.7174)
H (-3.6800, 1.8165, -2.3931)
C (-0.8483, 2.2863, -4.0964)
C (-1.0036, 3.6252, -4.7296)
H (-0.0192, 1.6873, -4.4712)
H (-1.3835, 4.3669, -4.0142)
H (-1.6832, 3.6084, -5.5943)
H (-0.0303, 3.9708, -5.0987)
La (-0.1904, -0.0870, 1.4273)
Cl (-2.2766, -1.8783, 1.3283)
Cl (0.7520, 1.4839, 3.4433)
C (0.9362, -2.7393, -0.7933)
O (0.8624, -1.8068, 0.0280)
N (2.0734, -3.1383, -1.3656)
C (3.3434, -2.4992, -1.0368)
C (2.1049, -4.2556, -2.2957)
H (0.0332, -3.2953, -1.0991)
H (3.1673, -1.7080, -0.3051)
H (3.7871, -2.0787, -1.9486)
H (4.0280, -3.2568, -0.6351)
H (1.0776, -4.5426, -2.5442)
H (2.6233, -5.1161, -1.8529)
H (2.6306, -3.9775, -3.2154)
H (-0.0172, 2.8365, -0.8167)
H (2.2414, 3.0348, -2.9026)
C (0.8733, 3.2599, -0.3300)
C (2.7712, 3.2341, -1.9611)
N (2.0863, 2.6112, -0.8326)
H (0.7900, 3.1292, 0.7551)
C (2.5453, 1.4723, -0.2939)
O (1.9044, 0.8047, 0.5540)
H (3.7827, 2.8241, -2.0348)
H (3.5374, 1.1355, -0.6528)
H (0.9421, 4.3216, -0.5788)
H (2.8116, 4.3147, -1.8066)
O (-1.1595, 0.8017, -1.1203)
C (-1.3566, 0.5027, -2.4014)
C (1.1012, 0.1407, -2.9296)
C (-0.2100, -0.3169, -3.0165)
H (1.3002, 1.0226, -2.3076)
C (2.1067, -0.4828, -3.6641)
H (-2.2737, -0.1049, -2.5149)
C (-0.5117, -1.4756, -3.7209)
H (3.1339, -0.1051, -3.5894)
C (1.7694, -1.5442, -4.5159)
C (0.4634, -2.0506, -4.5215)
H (-1.5345, -1.8648, -3.6534)
H (2.5359, -1.9605, -5.1682)
H (0.2020, -2.8928, -5.1705)
Si (-3.2663, 1.9086, 2.9026)
Cl (-2.1198, 1.8129, 1.0594)
C (-2.3088, 2.8948, 4.1564)
C (-3.6042, 0.2082, 3.5939)
C (-4.7878, 2.8976, 2.5202)
H (-1.2214, 2.7942, 4.0403)
H (-2.5856, 2.5069, 5.1477)
H (-2.5904, 3.9557, 4.0985)
H (-4.5159, 3.9359, 2.2909)
H (-5.4028, 2.8987, 3.4308)
H (-5.3864, 2.5021, 1.6933)
H (-2.7875, -0.5072, 3.4342)
H (-4.5029, -0.2260, 3.1384)
H (-3.7551, 0.3382, 4.6746)
C (-0.6520, -4.6965, 5.2065)
C (0.1206, -3.6009, 4.5996)
C (1.4232, -3.1175, 4.8453)
C (1.6172, -2.0420, 3.9415)
N (0.4922, -1.8654, 3.2132)
N (-0.3820, -2.8269, 3.6261)
C (2.8224, -1.2049, 3.7555)
H (-0.0331, -5.5958, 5.2991)
H (-1.0004, -4.4270, 6.2122)
H (-1.5302, -4.9446, 4.5981)
H (2.1241, -3.4927, 5.5622)
H (-1.2892, -2.8881, 3.1571)
H (2.9126, -0.4791, 4.5774)
H (3.7184, -1.8414, 3.7441)
H (2.7665, -0.6374, 2.8144)

Mulliken atomic charge list, values in e, 5 entries: -1.62 0.35 0.48 0.13 0.33


6.
An isolated molecule of C18H25N5O2, computed with ωB97M-V/def2-TZVPD.

The value obtained for the HOMO energy is -8.4 eV. For the orbital gap, the calculation gives 9.0 eV. Its SMILES is CCCn1nnc(NC(=O)COc2ccc(C3CCCCC3)cc2)n1.

CARTESIAN COORDINATES (ANGSTROEM)
C (-0.2704, 6.7789, -0.9264)
C (0.4754, 5.4494, -0.7571)
C (-0.2486, 4.7865, 0.2450)
N (0.7191, 3.6144, 0.5773)
N (1.1696, 3.2387, 1.8506)
N (1.8184, 2.0336, 1.3433)
C (1.8184, 1.8449, 0.0313)
N (2.6074, 0.6738, -0.4959)
C (2.5793, 0.5185, -1.9227)
O (1.9717, 1.3286, -2.6852)
C (3.1243, -0.9854, -2.0671)
O (2.8159, -1.8184, -1.1465)
C (1.6372, -2.0651, -0.5307)
C (0.3115, -1.5626, -1.1271)
C (-0.7995, -1.8727, -0.6261)
C (-0.9359, -2.9052, 0.3073)
C (-2.1585, -3.0116, 1.1399)
C (-2.7831, -1.8340, 1.3820)
C (-4.1964, -2.1068, 2.3400)
C (-5.3318, -2.4739, 1.3976)
C (-4.5542, -3.9439, 0.5955)
C (-3.2614, -3.4753, 0.0940)
C (0.3044, -3.3071, 1.0318)
C (1.4441, -2.9526, 0.3504)
N (1.0533, 2.7407, -0.4764)
H (-1.4629, 6.5233, -1.1794)
H (-0.2889, 7.3682, -0.2350)
H (0.2847, 7.4931, -1.8128)
H (1.5591, 5.6745, -0.5338)
H (0.5486, 4.9504, -1.6990)
H (-1.1944, 4.3203, 0.0880)
H (-0.1707, 5.2131, 1.3735)
H (2.8525, 0.1062, 0.1110)
H (2.6473, -1.1684, -2.9929)
H (4.0602, -0.7199, -2.1421)
H (0.7070, -0.8826, -1.9085)
H (-1.7192, -1.5279, -0.9914)
H (-1.9720, -3.7629, 1.8129)
H (-2.8421, -1.0007, 1.1447)
H (-2.0555, -1.3967, 2.3924)
H (-4.3916, -1.2450, 2.7703)
H (-4.1011, -2.7747, 2.9857)
H (-6.2271, -2.6865, 1.8549)
H (-5.4028, -1.7416, 0.5907)
H (-5.4236, -4.1496, -0.1752)
H (-4.5007, -4.6553, 1.4416)
H (-3.4813, -2.8333, -0.7171)
H (-2.8710, -4.5405, -0.5492)
H (0.2456, -4.0230, 1.8078)
H (2.5448, -3.3637, 0.9740)

Mulliken atomic charge list, values in e, 5 entries: -1.29 -0.10 -0.58 0.67 -0.54